# 1
A structure of composition C4H12N2O2 in a non-equilibrium geometry. Source: the OMol25 dataset; level of theory: the ωB97M-V functional and the def2-TZVPD basis.

Results
calculated total energy: -419.43210 Ha
HOMO level: -0.301 Eh
energy above the lowest of the compared OMol25 structures with the same formula, charge and spin: 568.1 kJ/mol

Geometry as ORCA input:
```
! RIJCOSX wB97M-V def2-TZVPD def2/J DEFGRID3
* xyz 0 1
O -1.425 0.237 1.246
O 2.557 -0.711 0.263
N 1.866 0.547 0.446
N -1.565 -0.584 -1.006
C 0.269 1.956 -0.692
C -0.781 -0.451 0.181
C -0.385 -1.815 0.710
C 0.736 0.543 -0.425
H 0.781 0.207 0.932
H -1.912 0.299 -1.358
H 3.388 -0.580 0.735
H -1.271 -2.343 1.072
H 0.920 -0.032 -1.333
H 0.031 2.469 0.240
H -0.593 1.978 -1.359
H 0.305 -1.719 1.548
H -1.728 1.096 0.932
H 1.074 2.505 -1.180
H -2.356 -1.209 -0.873
H 0.090 -2.394 -0.078
*
```

Löwdin atomic charge list, values in e, 6 entries: -0.018 -0.104 -0.051 0.079 -0.061 -0.567

# 2
A cluster of 2 separate species, C4H12N2O2 in total in a non-equilibrium geometry. Source: the OMol25 dataset; level of theory: the ωB97M-V functional and the def2-TZVPD basis.

Results
calculated total energy: -419.53990 Ha
HOMO level: -0.338 Eh
SMILES: CN(C)CC(N)=O.O
energy above the lowest of the compared OMol25 structures with the same formula, charge and spin: 285.1 kJ/mol

Geometry as ORCA input:
```
! RIJCOSX wB97M-V def2-TZVPD def2/J DEFGRID3
* xyz 0 1
O 1.201 -2.786 0.845
O -0.343 -0.581 1.846
N 0.002 0.688 -1.231
N 0.120 1.524 1.846
C -0.487 1.266 -2.411
C -0.318 0.473 1.139
C 0.657 -0.653 -1.450
C -1.058 0.613 -0.251
H 0.505 -2.207 0.957
H -0.102 -1.479 -1.747
H 0.639 -3.542 0.663
H 0.582 1.369 2.781
H 1.358 -0.498 -2.387
H 0.554 2.316 1.424
H 0.280 1.419 -3.179
H -1.185 0.782 -3.039
H -0.985 2.254 -2.296
H -1.627 1.675 -0.220
H -1.898 -0.001 -0.274
H 1.399 -0.840 -0.671
*
```

Löwdin atomic charge list, values in e, 6 entries: -0.040 -0.024 -0.270 0.141 -0.172 -0.447